1.
The following is a DFT calculation (wB97M-V/def2-TZVPD) of a cluster of 6 separate species, C43H93Br2F8N6O7SSi in total.

Each line ends with the Mulliken charge.
Element x y z (Å)
C 5.7151 -4.8096 2.9657  -1.00
C 4.8048 -5.3755 1.7496  -0.45
C 3.2988 -4.9108 2.0686  0.14
C 2.3682 -4.7091 0.7867  -1.20
C 2.1467 -3.1838 0.3427  -0.65
C 1.7124 -2.2366 1.6059  -0.71
N 0.7549 -1.1509 1.2383  1.40
C 1.3709 0.1195 0.6649  0.57
C 0.6089 0.4111 -0.7528  -0.77
C 0.5775 1.9102 -1.2304  -0.59
O -0.5177 2.4690 -1.4473  -0.54
C 2.8855 -0.0588 0.1132  -2.32
O 3.4502 1.2137 -0.3441  -0.34
C 4.0751 1.0616 -1.5941  0.97
F 4.6984 2.2958 -1.8770  -0.28
F 5.1066 0.1146 -1.5915  -0.23
F 3.1504 0.8664 -2.6412  -0.25
C 1.4591 1.3563 1.6521  -0.41
S 2.9103 1.2997 2.8771  -0.28
C 0.1607 1.6787 2.5529  0.71
C -0.3073 3.2291 2.4007  -0.60
Br -2.2289 3.4800 2.0239  -0.07
C -0.0020 4.0184 3.8107  0.02
C 1.4966 4.5449 3.9186  -0.86
Br -1.2959 5.5650 3.8684  -0.15
C -0.9598 0.6355 2.1123  -3.27
C -0.4575 -0.9258 2.1101  1.22
C -1.7805 -1.6901 1.5904  0.16
F -2.4229 -1.0065 0.5024  -0.40
F -2.7832 -1.6318 2.6072  -0.22
C -1.7048 -3.1702 1.0844  0.45
F -2.9799 -3.7628 1.2864  -0.19
F -0.7758 -4.0612 1.5414  -0.12
F -1.5699 -3.1373 -0.3366  -0.28
Si -0.3501 -1.3184 3.9982  0.38
C -1.5116 -0.2749 5.1410  -0.99
C 1.3741 -1.0905 4.8181  -0.63
C -0.8046 -3.1500 4.4720  -1.16
H 5.5377 -3.6734 3.0497  0.23
H 6.8262 -4.9580 2.7977  0.37
H 5.3492 -5.2386 3.9665  0.24
H 5.1854 -5.0613 0.7284  0.38
H 4.8269 -6.5160 1.8767  0.23
H 2.8270 -5.7657 2.6795  0.10
H 3.3625 -4.0241 2.7771  -0.09
H 2.9117 -5.2130 -0.0946  0.55
H 1.3745 -5.2642 0.8785  0.24
H 3.1556 -2.8297 -0.0808  0.43
H 1.3689 -3.1923 -0.4856  0.39
H 1.3305 -3.0534 2.2964  -0.13
H 2.6619 -1.8768 2.1404  0.27
H 0.3183 -1.5626 0.3757  0.50
H -0.4947 0.0759 -0.7101  0.46
H 1.0517 -0.2176 -1.6081  0.74
H 1.5296 2.4991 -1.4401  0.41
H 3.6335 -0.4708 0.8497  0.32
H 2.9388 -0.7599 -0.7976  0.74
H 1.7134 2.3375 1.1074  0.83
H 3.4193 0.0149 2.9203  0.21
H 0.4610 1.6178 3.6610  0.41
H 0.2694 3.8038 1.6114  0.53
H -0.3293 3.3412 4.6733  0.36
H 2.1532 3.6892 4.2938  0.19
H 1.8825 5.0526 2.9816  0.25
H 1.5037 5.3235 4.7649  0.42
H -1.2377 1.0054 1.0566  0.81
H -1.9604 0.7430 2.6648  1.08
H -2.5227 -0.0493 4.6819  0.28
H -0.9494 0.7181 5.3074  0.18
H -1.5485 -0.7877 6.1519  0.43
H 1.5295 0.0073 5.0556  0.22
H 2.2352 -1.6002 4.2925  0.06
H 1.2826 -1.6129 5.8424  0.46
H -1.8689 -3.4293 4.1990  0.27
H -0.0033 -3.8212 4.0254  0.18
H -0.6940 -3.2438 5.6124  0.48
C 8.1096 -0.2181 -5.9119  -1.50
C 6.9733 -0.4776 -4.9276  0.49
C 6.4358 -1.9227 -4.9723  -0.55
O 5.5937 -2.2029 -6.0854  -0.40
C 6.2858 -2.4969 -7.2887  -0.65
N 5.9055 0.5022 -5.1609  -0.65
H 7.7583 -0.1068 -6.9394  0.28
H 8.6295 0.7084 -5.6536  0.37
H 8.8440 -1.0278 -5.8872  0.35
H 7.3751 -0.3122 -3.9216  0.36
H 5.8094 -2.0762 -4.0871  0.22
H 7.2484 -2.6567 -4.9094  0.44
H 7.2183 -3.0386 -7.1061  0.30
H 6.4813 -1.5782 -7.8449  0.23
H 5.6378 -3.1223 -7.9059  0.26
H 5.1960 0.3907 -4.4398  0.10
H 5.4229 0.2261 -6.0162  0.33
C 0.3671 7.7195 -3.6833  -1.50
C 0.1478 6.2190 -3.5157  0.42
C -0.9661 5.6533 -4.4203  -0.64
O -2.2873 5.9411 -3.9747  -0.41
C -2.7569 7.2336 -4.3213  -0.63
N -0.1085 5.9275 -2.0998  -0.67
H -0.4032 8.3145 -3.1889  0.28
H 1.3242 8.0134 -3.2434  0.37
H 0.3890 7.9983 -4.7403  0.36
H 1.0819 5.7234 -3.8031  0.40
H -0.8862 4.5616 -4.4100  0.31
H -0.8347 5.9649 -5.4636  0.41
H -2.3803 7.5630 -5.2940  0.33
H -2.4877 7.9519 -3.5440  0.24
H -3.8474 7.1950 -4.3677  0.22
H -0.1546 4.9175 -1.9767  0.18
H -1.0584 6.2369 -1.8944  0.33
C -4.9868 10.2787 -5.9667  -1.38
C -6.1334 11.2394 -5.6669  0.42
C -6.9099 10.8908 -4.3805  -0.69
O -7.8062 9.7921 -4.5144  -0.41
C -7.1948 8.5177 -4.4086  -0.64
N -7.0221 11.3016 -6.8331  -0.74
H -5.3311 9.3266 -6.3755  0.25
H -4.3118 10.7148 -6.7083  0.40
H -4.4008 10.0727 -5.0661  0.28
H -5.6922 12.2313 -5.5203  0.40
H -7.5376 11.7495 -4.1232  0.35
H -6.2332 10.7347 -3.5312  0.38
H -6.3651 8.5164 -3.6953  0.26
H -6.8546 8.1803 -5.3900  0.22
H -7.9500 7.8093 -4.0620  0.33
H -7.7277 12.0167 -6.6698  0.28
H -7.5595 10.4349 -6.8511  0.31
C -7.8101 -2.6808 0.5957  -1.58
C -6.3356 -2.7593 0.9790  0.48
C -6.1013 -3.1053 2.4640  -0.44
O -6.3224 -2.0214 3.3618  -0.33
C -7.6836 -1.8030 3.6979  -0.73
N -5.6777 -1.5006 0.6082  -0.69
H -8.2841 -1.7579 0.9352  0.31
H -7.9204 -2.7112 -0.4917  0.39
H -8.3694 -3.5247 1.0089  0.35
H -5.8911 -3.5653 0.3846  0.37
H -5.0474 -3.3736 2.5851  0.00
H -6.6826 -3.9838 2.7692  0.51
H -8.2493 -2.7373 3.7537  0.33
H -8.1439 -1.1208 2.9806  0.25
H -7.7157 -1.3202 4.6767  0.24
H -4.6784 -1.5933 0.7717  0.14
H -5.9672 -0.7962 1.2869  0.35
C 1.9104 -11.4998 4.3756  -1.40
C 0.9757 -10.3266 4.0975  0.32
C 1.6522 -9.1648 3.3413  -0.71
O 2.5026 -8.3533 4.1480  -0.31
C 3.8004 -8.8849 4.3517  -0.74
N 0.3850 -9.8752 5.3631  -0.73
H 2.5999 -11.3021 5.1987  0.28
H 1.3330 -12.3857 4.6532  0.35
H 2.4991 -11.7527 3.4894  0.34
H 0.1688 -10.7024 3.4590  0.43
H 0.8650 -8.4942 2.9812  0.30
H 2.1884 -9.5203 2.4529  0.45
H 4.1640 -9.4304 3.4760  0.37
H 3.8109 -9.5284 5.2331  0.26
H 4.4788 -8.0512 4.5468  0.19
H -0.3127 -9.1613 5.1636  0.26
H 1.1088 -9.3671 5.8715  0.33

Values from the calculation:
Highest occupied orbital energy (eV): -10.15
LUMO (eV): -2.7
HOMO-LUMO gap (Eh): 0.272
Net charge: +1
Total energy (Ha): -9183.5015



2.
The following is a DFT calculation (wB97M-V/def2-TZVPD) of a cluster of 8 separate species, C44H100N4O8 in total.

Each line ends with the Mulliken charge.
Element x y z (Å)
C 4.9422 -0.3424 -7.9128  -1.51
C 5.1180 -0.1071 -6.3505  1.42
C 6.4991 -0.6063 -5.8788  -1.91
C 5.2323 1.4420 -6.1172  -1.21
C 3.9067 2.3034 -5.9974  -0.96
C 2.9342 1.6974 -5.0244  -1.23
C 2.6445 0.2052 -5.4343  1.85
C 1.7797 -0.1908 -4.2778  -2.99
C 1.7965 0.2688 -6.7280  -1.93
N 3.9162 -0.6309 -5.5569  0.86
O 3.6847 -2.0006 -5.7260  -0.65
H 5.6667 0.0798 -8.6092  0.39
H 4.8023 -1.3976 -8.1474  0.34
H 4.0122 0.1631 -8.1730  0.35
H 6.5522 -0.3584 -4.8187  0.42
H 6.6422 -1.6821 -5.9797  0.31
H 7.1878 -0.0429 -6.5084  0.48
H 5.9182 1.6854 -5.3058  0.43
H 5.7403 1.9916 -6.9097  0.39
H 4.1279 3.3276 -5.6969  0.48
H 3.4329 2.4843 -6.9622  0.37
H 2.0637 2.3452 -4.9210  0.28
H 3.4265 1.6347 -4.0539  0.49
H 2.2909 0.0224 -3.3390  0.49
H 1.6827 -1.2640 -4.1136  0.72
H 0.9359 0.3516 -3.8514  0.86
H 0.7976 0.5924 -6.4354  0.35
H 1.6641 -0.7328 -7.1373  0.40
H 2.1299 0.8388 -7.5952  0.32
H 3.8629 -2.3613 -4.8543  0.02
C -2.3056 0.5072 2.9025  -1.61
C -1.1025 0.5924 1.8901  1.47
C 0.2070 0.4910 2.7889  -2.35
C -1.0891 -0.6447 0.9126  -1.17
C -0.0600 -0.4920 -0.1340  -0.43
C -0.3786 0.8188 -0.9440  -1.07
C -0.4559 2.1521 -0.1182  2.30
C 0.9573 2.7329 -0.0627  -1.93
C -1.3654 3.1945 -0.7973  -1.35
N -1.1277 1.8510 1.1644  0.66
O -1.1083 2.9704 2.0538  -0.53
H -3.2938 0.3538 2.4689  -0.27
H -2.1398 -0.3367 3.5722  0.39
H -2.3817 1.3830 3.5469  0.51
H 1.0687 0.8534 2.2284  0.18
H 0.0077 1.2981 3.4939  0.71
H 0.4770 -0.4756 3.2143  0.44
H -0.9240 -1.5536 1.4911  0.57
H -2.0042 -0.6941 0.3224  0.28
H 0.9802 -0.4813 0.1916  0.16
H -0.0119 -1.3751 -0.7711  0.54
H -1.2701 0.7343 -1.5653  0.45
H 0.4619 0.8891 -1.6345  0.17
H 0.9464 3.5437 0.6658  -0.03
H 1.2682 3.1622 -1.0152  0.47
H 1.6584 1.9944 0.3261  0.41
H -1.1881 3.3059 -1.8670  0.02
H -1.2167 4.1912 -0.3818  0.30
H -2.4264 2.9616 -0.7070  0.22
H -0.2393 2.8430 2.4415  0.40
C -7.8265 0.5457 5.8486  -1.65
C -7.1657 -0.1467 7.0821  1.47
C -7.3177 0.7221 8.3627  -1.79
C -7.9056 -1.4546 7.4179  -1.18
C -7.6252 -2.6419 6.4814  -0.77
C -6.0691 -2.7288 6.1538  -1.43
C -5.3689 -1.4612 5.7522  2.50
C -3.8376 -1.6301 5.6695  -2.17
C -5.8819 -1.1099 4.3312  -2.02
N -5.7481 -0.4530 6.7433  0.14
O -5.0617 0.7863 6.6678  -0.48
H -8.4413 1.2680 6.3857  0.47
H -7.1819 0.9732 5.0806  0.21
H -8.5539 -0.0233 5.2697  0.33
H -7.1263 0.0902 9.2300  0.39
H -6.7083 1.6257 8.3478  0.45
H -8.3833 0.8979 8.5099  0.45
H -7.6450 -1.7974 8.4193  0.45
H -8.9861 -1.3591 7.3102  0.40
H -7.8671 -3.6198 6.8977  0.44
H -8.2086 -2.5976 5.5617  0.34
H -5.9089 -3.4753 5.3758  0.39
H -5.5450 -3.1144 7.0282  0.45
H -3.4665 -2.4131 5.0083  0.40
H -3.5089 -1.6831 6.7074  0.52
H -3.3812 -0.7345 5.2479  0.33
H -5.7102 -0.0766 4.0298  0.31
H -6.9394 -1.3341 4.1918  0.28
H -5.3960 -1.7105 3.5622  0.47
H -4.7379 0.8660 7.5680  0.35
C 3.2000 -2.5486 -2.3196  0.02
C 3.9308 -3.2267 -1.1778  1.77
C 3.8671 -2.5523 0.2221  -2.11
C 3.1627 -4.5244 -0.7494  -1.30
C 3.3071 -5.7877 -1.6448  -0.78
C 4.7528 -5.9136 -2.1061  -1.48
C 5.5661 -4.6729 -2.4930  2.41
C 7.0489 -5.0027 -2.4239  -1.96
C 5.2018 -4.2381 -3.9216  -1.39
N 5.3074 -3.5606 -1.5087  0.06
O 6.0018 -2.3510 -1.7471  -0.49
H 3.7052 -1.9639 -3.0883  -0.44
H 2.6299 -3.2641 -2.9122  0.41
H 2.3733 -1.9987 -1.8699  -0.48
H 4.3726 -1.5909 0.3139  0.42
H 2.8532 -2.3738 0.5803  0.38
H 4.4602 -3.0573 0.9846  0.49
H 3.4453 -4.9293 0.2223  0.57
H 2.1149 -4.2244 -0.7332  0.36
H 3.0884 -6.6338 -0.9932  0.39
H 2.7072 -5.6588 -2.5457  0.32
H 4.7292 -6.6420 -2.9167  0.33
H 5.2981 -6.4274 -1.3144  0.57
H 7.1753 -6.0168 -2.8031  0.44
H 7.4417 -5.0717 -1.4095  0.43
H 7.7088 -4.4482 -3.0910  0.37
H 5.7042 -4.6865 -4.7787  0.44
H 5.3957 -3.1674 -3.9850  -0.09
H 4.1304 -4.4200 -4.0058  0.35
H 5.5126 -1.9057 -2.4428  0.37
C 0.0695 -0.3097 6.4641  -0.83
C 1.6254 -0.5076 6.4429  -0.40
O 1.9553 -1.3564 5.3859  -0.49
H -0.3726 -1.2871 6.2710  0.22
H -0.3704 0.1994 5.6066  0.03
H -0.3713 0.1610 7.3429  0.47
H 2.0037 -0.8310 7.4127  0.37
H 2.1072 0.4533 6.2617  0.30
H 2.8793 -1.1136 5.2913  0.31
C -5.8442 2.7902 0.4844  -1.20
C -5.3091 1.3646 0.5276  0.56
O -4.3852 1.2169 -0.4635  -0.61
H -5.0280 3.5115 0.4421  0.26
H -6.5290 3.0769 1.2825  0.36
H -6.4091 3.0084 -0.4219  0.32
H -6.0729 0.6371 0.2530  0.33
H -4.9644 0.9881 1.4907  -0.34
H -3.5868 0.7421 -0.2212  0.30
C 1.6375 7.1315 0.4187  -0.91
C 1.8033 6.3167 1.7472  0.15
O 0.6592 6.4712 2.5590  -0.54
H 0.7368 6.7775 -0.0830  0.17
H 2.3915 7.0151 -0.3597  0.36
H 1.4568 8.2050 0.4735  0.32
H 2.8024 6.5242 2.1302  0.31
H 1.8458 5.2606 1.4807  -0.16
H 0.0233 5.8281 2.2372  0.35
C -1.3747 3.8676 -4.8969  -0.75
C -1.4988 3.0102 -6.1431  -0.03
O -2.2040 3.7122 -7.1694  -0.57
H -2.3316 4.1435 -4.4537  0.45
H -0.8869 4.7825 -5.2329  0.31
H -0.8179 3.3540 -4.1132  -0.11
H -2.1460 2.1739 -5.8789  0.27
H -0.6027 2.5974 -6.6064  0.10
H -2.9147 4.2465 -6.8074  0.31

Values from the calculation:
Highest occupied orbital energy (eV): -8.20
Energy relative to the best compared isomer or geometry (same formula, charge and spin) (kJ/mol): 509.80
LUMO (eV): 0.4
HOMO-LUMO gap (Eh): 0.315
Net charge: 0
Total energy (Ha): -2557.0029
SMILES: CC1(C)CCCC(C)(C)N1O.CC1(C)CCCC(C)(C)N1O.CC1(C)CCCC(C)(C)N1O.CC1(C)CCCC(C)(C)N1O.CCO.CCO.CCO.CCO



> Which value of net charge does entry 2 give?

0